{
  "formula": "CH5BOS",
  "method": "wB97M-V/def2-TZVPD",
  "e_above_lowest_kcal_mol": 18.8,
  "spin_multiplicity": 1,
  "lumo_ha": 0.0166,
  "smiles": "OBCS",
  "total_charge": 0,
  "orbital_gap_ha": 0.346,
  "homo_ev": -8.970,
  "total_energy_ha": -539.399606,
  "symbols": ["O", "B", "C", "S", "H", "H", "H", "H", "H"],
  "xyz": [[1.439, 0.553, 0.060], [0.201, 1.068, 0.102], [-0.871, 0.093, 0.813], [-2.334, -0.031, -0.269], [2.034, 1.085, -0.592], [0.070, 2.109, -0.514], [-1.327, 0.381, 1.777], [-0.413, -0.885, 0.995], [-1.772, 0.610, -1.371]]
}

{
  "formula": "C46H36BF4N10O2STi",
  "method": "wB97M-V/def2-TZVPD",
  "e_above_lowest_kcal_mol": 80.1,
  "spin_multiplicity": 2,
  "lumo_ha": [0.1237, 0.1237],
  "total_charge": -2,
  "orbital_gap_ha": [0.146, 0.234],
  "homo_ev": [-0.604, -3.004],
  "total_energy_ha": -4144.846436,
  "symbols": ["Ti", "O", "C", "C", "C", "C", "C", "C", "C", "C", "C", "O", "C", "C", "C", "C", "C", "C", "C", "C", "C", "C", "C", "C", "N", "C", "C", "C", "C", "C", "C", "C", "C", "C", "C", "C", "C", "H", "H", "H", "H", "H", "H", "H", "H", "H", "H", "H", "H", "H", "H", "H", "H", "H", "H", "H", "H", "H", "H", "H", "H", "H", "H", "H", "C", "N", "C", "C", "N", "C", "S", "C", "C", "C", "C", "C", "N", "H", "H", "H", "H", "H", "H", "H", "H", "H", "N", "C", "N", "C", "N", "F", "B", "F", "F", "F", "N", "C", "N", "C", "N"],
  "xyz": [[10.582, 11.293, 12.574], [9.123, 10.496, 13.402], [7.838, 10.384, 14.046], [6.851, 11.516, 13.637], [7.385, 12.938, 13.623], [6.607, 13.980, 14.069], [7.090, 15.309, 13.893], [8.235, 15.495, 13.137], [8.874, 14.344, 12.657], [10.097, 14.554, 11.790], [11.457, 14.279, 12.536], [11.404, 12.848, 12.854], [12.631, 14.559, 11.617], [13.779, 13.762, 11.728], [14.827, 13.937, 10.853], [14.806, 14.933, 9.890], [13.750, 15.832, 9.898], [12.666, 15.607, 10.684], [11.761, 15.139, 13.779], [11.567, 16.547, 13.706], [11.884, 17.380, 14.749], [12.495, 16.785, 15.878], [12.675, 15.429, 15.977], [12.268, 14.600, 14.949], [8.555, 13.097, 13.046], [7.259, 9.037, 13.563], [6.455, 8.294, 14.468], [6.199, 6.920, 14.239], [6.569, 6.295, 13.058], [7.193, 7.093, 12.082], [7.552, 8.398, 12.327], [8.093, 10.415, 15.646], [7.305, 11.192, 16.471], [7.688, 11.361, 17.786], [8.785, 10.695, 18.345], [9.543, 9.911, 17.500], [9.241, 9.788, 16.166], [5.929, 11.451, 14.274], [6.489, 11.265, 12.576], [5.779, 13.755, 14.743], [6.670, 16.201, 14.303], [8.498, 16.513, 12.804], [10.013, 15.545, 11.296], [10.125, 13.747, 11.057], [13.788, 12.978, 12.517], [15.724, 13.301, 10.835], [15.642, 14.992, 9.186], [13.744, 16.662, 9.216], [11.949, 16.411, 10.682], [11.229, 16.983, 12.757], [11.737, 18.448, 14.687], [12.664, 17.474, 16.753], [13.210, 15.103, 16.848], [12.368, 13.523, 14.980], [5.974, 8.869, 15.305], [5.658, 6.337, 15.021], [6.373, 5.244, 12.950], [7.282, 6.712, 11.071], [8.005, 8.978, 11.517], [6.408, 11.681, 16.124], [7.105, 12.057, 18.419], [8.893, 10.771, 19.436], [10.584, 9.493, 17.770], [9.874, 9.201, 15.495], [8.554, 17.762, 6.911], [9.821, 17.370, 6.393], [11.093, 17.925, 6.687], [11.994, 17.241, 5.924], [11.310, 16.159, 5.263], [9.922, 16.250, 5.629], [8.702, 15.304, 5.088], [11.955, 14.943, 5.071], [13.175, 14.933, 4.293], [13.876, 13.735, 4.207], [13.453, 12.591, 4.885], [12.255, 12.698, 5.613], [11.516, 13.823, 5.680], [8.195, 17.103, 7.670], [7.797, 17.706, 6.201], [8.648, 18.780, 7.299], [11.139, 18.890, 7.235], [13.047, 17.423, 5.752], [13.548, 15.867, 3.900], [14.852, 13.778, 3.750], [13.999, 11.641, 4.873], [11.896, 11.847, 6.213], [11.571, 10.205, 14.236], [12.527, 9.533, 14.394], [13.644, 8.960, 14.637], [14.650, 9.378, 13.895], [15.676, 9.631, 13.391], [14.855, 8.129, 9.118], [13.513, 8.333, 8.941], [12.587, 7.625, 9.575], [13.191, 9.326, 8.110], [11.881, 10.410, 11.546], [8.381, 7.786, 8.601], [8.640, 8.938, 8.748], [8.791, 10.278, 8.632], [9.186, 10.877, 9.700], [9.611, 11.334, 10.714]]
}

{
  "formula": "C28H35Cl3FNPdSi",
  "method": "wB97M-V/def2-TZVPD",
  "e_above_lowest_kcal_mol": 17.8,
  "spin_multiplicity": 5,
  "lumo_ha": [-0.1957, -0.3417],
  "total_charge": 2,
  "orbital_gap_ha": [0.323, 0.181],
  "homo_ev": [-14.122, -14.229],
  "total_energy_ha": -3039.988053,
  "symbols": ["Pd", "C", "C", "C", "C", "C", "C", "C", "C", "C", "C", "H", "H", "H", "H", "H", "H", "H", "H", "H", "H", "H", "H", "H", "H", "C", "C", "C", "C", "C", "C", "C", "C", "C", "C", "C", "C", "N", "C", "C", "C", "C", "C", "C", "F", "H", "H", "H", "H", "H", "H", "H", "H", "H", "H", "H", "H", "H", "H", "H", "H", "H", "H", "H", "H", "H", "Cl", "Si", "Cl", "Cl"],
  "xyz": [[-0.076, 0.982, 1.268], [-4.336, 3.795, 1.512], [-3.033, 3.368, 2.215], [-3.125, 3.631, 3.715], [-2.765, 1.927, 1.860], [-3.216, 0.878, 2.648], [-3.231, -0.421, 2.162], [-2.778, -0.741, 0.884], [-2.989, -2.131, 0.363], [-2.190, 0.283, 0.126], [-2.178, 1.610, 0.610], [-4.553, 4.836, 1.751], [-5.173, 3.182, 1.851], [-4.258, 3.703, 0.429], [-2.234, 3.983, 1.798], [-4.038, 3.211, 4.139], [-3.147, 4.703, 3.904], [-2.272, 3.210, 4.256], [-3.639, 1.079, 3.623], [-3.663, -1.204, 2.775], [-2.081, -2.736, 0.424], [-3.314, -2.110, -0.672], [-3.752, -2.642, 0.947], [-1.891, 0.097, -0.900], [-1.956, 2.427, -0.070], [0.487, -3.629, -2.653], [-0.094, -2.213, -2.511], [-1.274, -2.041, -3.479], [0.960, -1.170, -2.784], [1.381, -1.005, -4.082], [2.290, -0.007, -4.431], [2.816, 0.842, -3.452], [2.467, 0.729, -2.131], [3.098, 1.681, -1.140], [2.058, 2.663, -0.588], [3.872, 0.971, -0.025], [1.558, -0.327, -1.758], [1.296, -0.570, -0.441], [1.757, -1.668, 0.179], [2.952, -2.319, -0.261], [3.474, -3.380, 0.425], [2.827, -3.879, 1.562], [1.632, -3.308, 2.003], [1.135, -2.232, 1.328], [-0.031, -1.706, 1.739], [-0.305, -4.367, -2.526], [1.263, -3.831, -1.913], [0.919, -3.769, -3.645], [-0.459, -2.088, -1.493], [-0.978, -2.259, -4.504], [-1.679, -1.028, -3.453], [-2.064, -2.740, -3.222], [0.982, -1.650, -4.852], [2.571, 0.126, -5.468], [3.527, 1.605, -3.742], [3.823, 2.265, -1.708], [1.181, 2.128, -0.212], [1.721, 3.355, -1.360], [2.486, 3.246, 0.227], [3.199, 0.506, 0.697], [4.483, 1.697, 0.510], [4.539, 0.206, -0.424], [3.448, -1.932, -1.142], [4.392, -3.839, 0.084], [3.244, -4.718, 2.102], [1.092, -3.701, 2.854], [1.136, 2.666, 5.368], [0.416, 1.803, 3.700], [1.958, 0.653, 2.818], [0.335, 3.312, 2.191]]
}

{
  "formula": "C24H47B2N5O8S",
  "method": "wB97M-V/def2-TZVPD",
  "spin_multiplicity": 1,
  "lumo_ha": -0.0627,
  "smiles": "CB(O)c1c(C[C@@H]2CO2)c(O)c(B(O)N(C)C)c2nsnc12.COCCNCCOC.COCCNCCOC",
  "total_charge": 0,
  "orbital_gap_ha": 0.244,
  "homo_ev": -8.358,
  "total_energy_ha": -2265.712003,
  "symbols": ["C", "B", "O", "C", "C", "C", "C", "C", "O", "C", "O", "C", "B", "O", "N", "C", "C", "C", "N", "S", "N", "C", "H", "H", "H", "H", "H", "H", "H", "H", "H", "H", "H", "H", "H", "H", "H", "H", "H", "C", "O", "C", "C", "N", "C", "C", "O", "C", "H", "H", "H", "H", "H", "H", "H", "H", "H", "H", "H", "H", "H", "H", "H", "C", "O", "C", "C", "N", "C", "C", "O", "C", "H", "H", "H", "H", "H", "H", "H", "H", "H", "H", "H", "H", "H", "H", "H"],
  "xyz": [[1.253, -2.253, 4.880], [2.829, -2.043, 5.409], [3.573, -3.037, 6.215], [3.506, -0.572, 4.972], [3.900, 0.539, 6.153], [3.678, 0.209, 7.743], [1.957, 0.479, 8.123], [1.192, 1.671, 7.119], [1.605, 1.890, 8.696], [4.530, 1.995, 5.621], [4.871, 3.035, 6.621], [4.719, 2.256, 3.982], [5.302, 3.690, 3.353], [6.616, 4.145, 3.850], [4.449, 4.372, 2.297], [4.662, 5.888, 2.335], [2.957, 4.200, 2.565], [4.330, 1.097, 2.842], [4.455, 1.181, 1.330], [3.897, -0.340, 0.679], [3.455, -1.206, 2.154], [3.718, -0.332, 3.364], [1.286, -2.820, 3.847], [0.763, -1.186, 4.666], [0.578, -2.795, 5.671], [2.875, -3.413, 6.858], [4.278, 0.890, 8.483], [3.803, -0.922, 8.035], [1.275, -0.519, 8.462], [0.050, 1.445, 6.996], [1.847, 2.401, 6.480], [5.748, 2.845, 7.068], [6.956, 3.433, 4.500], [5.809, 6.161, 2.400], [4.060, 6.259, 3.297], [4.161, 6.295, 1.330], [2.357, 5.030, 1.960], [2.661, 4.324, 3.691], [2.533, 3.157, 2.178], [1.399, -1.476, -2.098], [0.884, -0.154, -2.016], [1.854, 0.855, -2.323], [1.544, 1.520, -3.675], [1.788, 0.601, -4.793], [1.236, 1.061, -6.071], [-0.291, 1.267, -6.161], [-1.049, 0.058, -6.086], [-1.278, -0.415, -4.766], [0.668, -2.154, -1.649], [1.542, -1.775, -3.139], [2.340, -1.571, -1.549], [2.880, 0.460, -2.294], [1.768, 1.617, -1.539], [2.174, 2.407, -3.794], [0.500, 1.842, -3.648], [1.377, -0.303, -4.576], [1.517, 0.309, -6.818], [1.740, 1.991, -6.359], [-0.500, 1.683, -7.153], [-0.664, 2.007, -5.445], [-1.386, 0.398, -4.043], [-0.476, -1.091, -4.470], [-2.204, -0.997, -4.769], [-8.229, -1.481, -5.172], [-8.091, -1.580, -3.761], [-8.403, -2.881, -3.248], [-7.132, -3.599, -2.765], [-6.272, -3.983, -3.891], [-4.923, -4.398, -3.493], [-4.041, -3.363, -2.762], [-3.635, -2.261, -3.576], [-4.602, -1.226, -3.692], [-8.180, -0.423, -5.445], [-7.411, -1.999, -5.681], [-9.189, -1.880, -5.507], [-8.957, -3.488, -3.980], [-9.058, -2.724, -2.383], [-7.415, -4.498, -2.206], [-6.614, -2.921, -2.084], [-6.188, -3.196, -4.528], [-4.404, -4.688, -4.415], [-4.998, -5.302, -2.879], [-3.114, -3.876, -2.480], [-4.484, -3.014, -1.823], [-5.196, -1.104, -2.782], [-5.245, -1.414, -4.552], [-4.073, -0.288, -3.885]]
}